No. 1
18 unconnected molecules or ions with the total composition C36H54N18 at a distorted geometry. Source: OMol25; level of theory: the ωB97M-V functional and the def2-TZVPD basis.

XYZ file:
```
108
Properties=species:S:1:pos:R:3:lowdin_charge:R:1
C -5.5937 -30.3717 -5.5882 -0.08
C -5.4275 -29.0273 -5.9364 -0.29
N -5.2619 -27.9457 -6.2725 0.16
H -6.5369 -30.7359 -6.0158 0.10
H -5.6637 -30.5297 -4.4970 0.08
H -4.7837 -30.9549 -5.9984 0.09
C -3.0074 -21.5468 -4.4284 -0.08
C -2.6494 -22.5619 -5.3714 -0.28
N -2.3418 -23.2798 -6.2295 0.17
H -2.1304 -21.2856 -3.8558 0.05
H -3.7173 -22.0035 -3.7386 0.05
H -3.4628 -20.6685 -4.8950 0.08
C -5.7752 -23.8931 -7.1618 -0.10
C -6.6889 -23.8617 -8.2379 -0.30
N -7.4368 -23.8202 -9.1277 0.14
H -4.7441 -23.6302 -7.3917 0.07
H -5.7727 -24.8670 -6.6849 0.06
H -6.0969 -23.1370 -6.4486 0.05
C -9.9070 -26.0856 -7.6597 -0.07
C -10.8362 -26.2791 -6.5619 -0.26
N -11.5985 -26.3187 -5.6851 0.13
H -10.4533 -25.8501 -8.5501 0.08
H -9.2783 -26.9637 -7.9040 0.10
H -9.2450 -25.2761 -7.4165 0.05
C -9.6530 -23.8759 0.8959 -0.06
C -8.4771 -23.3706 0.2182 -0.26
N -7.5481 -23.1048 -0.4023 0.15
H -9.7520 -23.4170 1.8473 0.07
H -9.6438 -24.9196 1.0740 0.07
H -10.4398 -23.6457 0.1625 0.05
C -4.2814 -22.8354 -0.8471 -0.07
C -4.1438 -24.2394 -0.9722 -0.27
N -4.0559 -25.3871 -1.0577 0.19
H -3.2618 -22.4864 -0.7684 0.06
H -4.7196 -22.6939 0.1177 0.07
H -4.9376 -22.3146 -1.5755 0.08
C -7.2862 -20.1659 -3.3083 -0.09
C -6.0505 -19.5327 -3.4966 -0.31
N -5.0437 -18.9101 -3.5367 0.13
H -7.4917 -20.7588 -4.2113 0.07
H -8.0912 -19.4099 -3.1891 0.10
H -7.1837 -20.9005 -2.4929 0.07
C -1.6354 -27.8356 -1.8866 -0.06
C -0.7631 -27.0065 -1.0926 -0.27
N -0.1530 -26.3674 -0.3856 0.16
H -1.1777 -28.7895 -2.0791 0.08
H -1.9192 -27.3614 -2.8294 0.06
H -2.5809 -27.9769 -1.3516 0.07
C -6.6171 -27.4530 -0.6441 -0.07
C -5.9302 -28.0232 -1.8283 -0.24
N -5.4073 -28.3266 -2.7997 0.15
H -6.1958 -26.4629 -0.3800 0.05
H -6.4328 -28.0514 0.2523 0.05
H -7.6212 -27.1769 -0.9448 0.07
C -6.6974 -20.3694 -9.5176 -0.08
C -6.6154 -20.5272 -8.0887 -0.26
N -6.4501 -20.5703 -6.9143 0.15
H -6.6837 -19.2745 -9.6763 0.10
H -7.6303 -20.7102 -9.9486 0.08
H -5.8802 -20.8480 -10.0170 0.08
C -10.2421 -24.1981 -3.6477 -0.08
C -10.9785 -24.4252 -2.4452 -0.27
N -11.6675 -24.7484 -1.5685 0.14
H -10.7258 -24.6265 -4.5253 0.03
H -9.2392 -24.5841 -3.5532 0.08
H -10.1933 -23.1140 -3.8317 0.09
C 0.1138 -20.2549 -5.8869 -0.04
C 0.7358 -21.4923 -5.4535 -0.26
N 1.2688 -22.4344 -5.1072 0.18
H 0.4781 -19.4673 -5.2401 0.09
H -0.9193 -20.3462 -5.6951 0.04
H 0.2931 -20.0883 -6.9580 0.06
C -3.0858 -26.8409 2.0335 -0.09
C -3.9334 -27.9492 1.8236 -0.29
N -4.6054 -28.8824 1.6901 0.14
H -2.0526 -27.1619 2.0828 0.08
H -3.3402 -26.3447 2.9911 0.09
H -3.1555 -26.1033 1.2142 0.05
C 1.6069 -23.7515 -2.3819 -0.09
C 0.3288 -23.1170 -2.2774 -0.31
N -0.7392 -22.7494 -2.1699 0.16
H 1.9519 -23.8212 -1.3428 0.08
H 2.3070 -23.1002 -2.8894 0.06
H 1.5626 -24.7831 -2.7942 0.10
C -3.1804 -26.8019 -8.5271 -0.08
C -1.7178 -26.5782 -8.5574 -0.24
N -0.5547 -26.4201 -8.6006 0.13
H -3.7253 -25.9439 -8.8783 0.06
H -3.4428 -27.0472 -7.4728 0.03
H -3.4549 -27.7031 -9.1182 0.09
C -3.6802 -25.7985 -4.2604 -0.07
C -4.8170 -24.8604 -4.1387 -0.29
N -5.6054 -24.0583 -4.0050 0.16
H -2.7317 -25.2760 -4.2651 0.07
H -3.8081 -26.3698 -5.1607 0.03
H -3.7798 -26.4841 -3.4194 0.01
C 0.6840 -23.4981 -8.1680 -0.11
C 0.8907 -22.1424 -8.6081 -0.28
N 0.8777 -21.0342 -8.9592 0.12
H -0.1980 -23.6432 -7.5647 0.03
H 1.4906 -23.7228 -7.4556 0.07
H 0.6709 -24.1767 -9.0678 0.08
C -0.9075 -23.5449 1.2712 -0.10
C -1.7682 -23.3866 2.4494 -0.28
N -2.4482 -23.4239 3.3937 0.12
H -1.4966 -24.1021 0.5000 0.05
H 0.0040 -24.0593 1.5292 0.07
H -0.5828 -22.5661 0.8697 0.08
```

HOMO = -11.24 eV
Energy above the lowest of the compared OMol25 structures with the same formula, charge and spin = 0.1192 eV
Frontier orbital gap = 11.464 eV
Total energy = -65024.526 eV


No. 2
9 unconnected molecules or ions with the total composition C36H54O27 at a distorted geometry. Source: OMol25; level of theory: the ωB97M-V functional and the def2-TZVPD basis.

XYZ file:
```
117
Properties=species:S:1:pos:R:3:mulliken_spin:R:1
C 0.7979 -1.4970 0.0402 -0.22
C -0.3451 -0.4396 0.1275 -0.10
C 0.1825 0.9709 0.4112 -0.17
O -0.2271 1.7768 -0.6556 0.00
C -0.7467 0.9795 -1.5478 0.06
O -0.8525 1.3176 -2.7003 -0.01
O -0.9873 -0.2606 -1.0846 0.09
H 1.2644 -1.6822 1.0078 0.27
H 1.6305 -1.1999 -0.5975 -0.06
H 0.3075 -2.3579 -0.4141 -0.05
H -1.1415 -0.5115 0.8682 -0.03
H 1.2358 0.8799 0.6765 0.02
H -0.1566 1.3753 1.3650 0.03
C -7.2889 -2.5521 0.2476 0.00
C -6.6088 -2.2867 -1.0818 0.00
C -7.0247 -1.0152 -1.7681 0.00
O -5.8745 -0.2443 -1.9100 0.00
C -4.8767 -0.8069 -1.3577 0.00
O -3.8375 -0.1474 -1.0549 0.00
O -5.2094 -1.9843 -0.9243 -0.01
H -7.3779 -1.7045 0.9270 0.00
H -6.5977 -3.1610 0.8304 0.00
H -8.2035 -3.1089 0.0436 0.00
H -6.7888 -3.1146 -1.7676 0.00
H -7.7063 -0.4678 -1.1170 0.00
H -7.6147 -1.1529 -2.6742 0.00
C 4.4593 -4.0451 1.4251 0.13
C 3.7491 -5.1589 0.5766 -0.05
C 2.2618 -4.9424 0.4901 0.07
O 1.9973 -5.0392 -0.7964 -0.11
C 3.0113 -5.2077 -1.5782 -0.04
O 3.0312 -5.1629 -2.7844 0.01
O 4.1574 -5.1903 -0.7763 -0.05
H 5.0407 -4.6171 2.1482 -0.48
H 3.9115 -3.4186 2.1290 0.33
H 4.9112 -3.2983 0.7723 0.40
H 3.9070 -6.1168 1.0721 0.02
H 2.1102 -3.9240 0.8477 0.07
H 1.6860 -5.6447 1.0929 0.00
C 0.2572 3.0754 5.1054 0.04
C -1.1334 3.3695 4.5849 -0.02
C -1.1263 4.3932 3.5056 0.02
O -1.6376 3.7456 2.3711 -0.01
C -2.1569 2.5920 2.8036 0.02
O -2.8249 1.8116 2.1783 0.00
O -1.8327 2.2886 4.0472 -0.02
H 0.1030 2.1888 5.7203 -0.01
H 0.5682 4.0170 5.5578 0.03
H 0.9242 2.9007 4.2611 0.03
H -1.6490 3.8229 5.4314 -0.01
H -0.2017 4.9703 3.4988 0.01
H -1.9051 5.0712 3.8548 -0.01
C 6.8503 0.2844 2.5843 0.69
C 5.7307 0.8039 1.7054 -0.41
C 4.6317 -0.2148 1.6823 -0.91
O 3.5315 0.6630 1.8061 0.29
C 3.8062 1.7649 2.2211 0.76
O 3.0803 2.6446 2.6567 0.02
O 5.1623 1.8553 2.2886 -0.13
H 6.6079 0.1838 3.6422 -0.22
H 7.6103 1.0406 2.7810 0.00
H 7.4399 -0.5544 2.2144 0.06
H 6.1709 1.0493 0.7389 -0.12
H 4.6790 -0.9836 2.4536 0.19
H 4.5935 -0.7039 0.7090 0.07
C -4.3641 0.2353 -5.7843 0.00
C -3.0781 0.0983 -5.0007 0.00
C -2.8889 -1.3665 -4.4921 0.00
O -1.4575 -1.4565 -4.6835 0.00
C -1.0023 -0.6229 -5.5472 0.00
O 0.1468 -0.7589 -6.0240 0.00
O -1.9666 0.1860 -5.8757 0.00
H -5.2902 0.2216 -5.2095 0.00
H -4.3095 -0.6526 -6.4142 0.00
H -4.4964 1.1020 -6.4319 0.00
H -3.0929 0.9215 -4.2865 0.00
H -3.3332 -2.1175 -5.1454 0.00
H -3.2466 -1.5336 -3.4761 0.00
C -3.4134 4.5457 -1.8251 0.00
C -3.5007 3.6281 -3.0534 0.00
C -4.6619 2.6137 -2.9574 0.00
O -5.3266 2.7259 -4.2243 0.00
C -4.8770 3.6741 -4.9208 0.00
O -5.3730 4.0608 -5.9341 0.00
O -3.9564 4.3484 -4.1975 0.00
H -4.2629 4.4697 -1.1464 0.00
H -3.3230 5.6033 -2.0728 0.00
H -2.6137 4.1668 -1.1887 0.00
H -2.5303 3.1933 -3.2929 0.00
H -5.2691 2.9835 -2.1312 0.00
H -4.1831 1.6640 -2.7190 0.00
C 2.3555 -0.1245 -3.4914 0.00
C 3.7440 0.4759 -3.0037 0.00
C 4.1491 -0.0660 -1.7260 -0.01
O 5.4450 -0.4842 -1.8237 0.03
C 5.7991 -0.3666 -3.1211 0.06
O 6.8124 -0.6221 -3.6595 -0.01
O 4.6694 -0.0469 -3.8892 0.00
H 2.1312 0.3670 -4.4382 0.00
H 1.5864 -0.2302 -2.7263 0.00
H 2.5378 -1.1068 -3.9272 0.00
H 3.6982 1.5649 -3.0016 0.00
H 3.5468 -0.9169 -1.4075 0.09
H 4.1184 0.6760 -0.9282 -0.03
C 2.4022 -1.6805 6.8812 0.83
C 1.6075 -0.5194 6.2601 -0.57
C 2.3559 0.2349 5.2391 1.33
O 1.5834 0.3199 4.0905 -0.77
C 0.5792 -0.4757 4.2085 -0.34
O -0.2170 -0.7137 3.3049 -0.20
O 0.5150 -1.0344 5.4593 -0.26
H 3.2017 -1.3084 7.5218 -0.02
H 2.7518 -2.4481 6.1906 -0.40
H 1.7602 -2.2677 7.5378 -0.01
H 1.2759 0.0855 7.1040 -0.11
H 3.1565 -0.3610 4.8009 0.89
H 2.6383 1.1964 5.6679 0.02
```

HOMO (spin up / spin down) = 0.06 / -8.34 eV
2S+1 = 2
Energy above the lowest of the compared OMol25 structures with the same formula, charge and spin = 0.1523 eV
Total charge = -1
Frontier orbital gap (spin up / spin down) = 1.481 / 9.873 eV
Total energy = -93486.123 eV


No. 3
3 unconnected molecules or ions with the total composition C36H55BrN6O7PS at a distorted geometry. Source: OMol25; level of theory: the ωB97M-V functional and the def2-TZVPD basis.

XYZ file:
```
107
Properties=species:S:1:pos:R:3:lowdin_charge:R:1
C 3.9314 5.4067 1.3873 0.10
C 3.2219 4.3650 1.8049 -0.08
C 2.7181 2.9710 2.5000 -0.15
C 1.7951 2.2634 1.3980 -0.03
C 2.6028 1.4567 0.2519 -0.05
C 4.2181 1.4851 0.2890 -0.20
S 4.9682 1.9928 -1.3861 0.78
O 3.8743 2.4848 -2.3511 -0.42
O 5.8973 3.2068 -1.2054 -0.41
C 1.7291 0.6688 -0.8373 -0.01
C 2.5486 -0.2948 -1.8220 -0.18
C 3.7586 -1.2017 -1.1629 -0.20
C 3.6879 -2.7626 -1.5723 -0.18
C 5.0570 -3.1625 -2.3932 -0.20
N 4.8034 -2.7273 -3.8232 -0.02
C 6.0544 -2.2705 -4.4934 -0.37
C 7.0071 -1.0796 -3.9483 -0.03
O 6.4062 -2.8686 -5.5699 0.03
C 0.1227 0.8425 -0.8842 0.05
C -0.7684 0.2094 -2.0631 0.01
C -0.2259 -0.4839 -3.3753 -0.18
C -0.4505 0.6806 -4.5534 -0.67
C -0.6073 -0.1066 -5.9878 -0.15
Br 1.2439 1.7346 -4.6199 0.74
N -2.2634 0.2675 -2.0491 -0.01
C -3.1429 -0.3905 -3.0598 -0.05
C -3.5045 -1.8639 -2.4156 -0.31
O -4.4731 -2.5728 -2.8381 0.07
O -2.7373 -2.3827 -1.2895 0.01
C -3.0206 1.0090 -0.9887 -0.04
C -4.6605 1.0036 -0.9739 -0.16
C -5.3300 2.0847 -1.9690 -0.18
C -6.8638 2.3252 -1.4181 -0.24
N -7.0666 3.8351 -1.4806 -0.04
C -2.3028 1.8430 0.1802 -0.08
P -3.3445 2.9190 1.3393 0.70
N -2.7121 4.4047 1.5792 -0.20
O -3.7680 2.1341 2.8125 -0.22
O -4.8726 3.4669 0.6895 -0.24
C -0.6978 1.6785 0.2293 -0.01
C 0.1843 2.3061 1.3926 -0.07
C -0.3365 3.0171 2.7225 -0.12
H 4.4321 6.4537 1.3807 0.07
H 3.6329 2.3044 2.7891 0.13
H 2.2550 3.2993 3.4786 0.10
H 4.6851 0.4836 0.6717 0.12
H 4.6885 2.2807 0.9663 0.09
H 5.7739 0.9924 -1.9291 0.06
H 1.8013 -1.2014 -1.8944 0.10
H 2.8163 0.1446 -2.8456 0.07
H 4.8031 -0.8244 -1.4560 0.07
H 3.5559 -1.1587 -0.0142 0.08
H 2.8220 -3.0504 -2.2708 0.12
H 3.7057 -3.3988 -0.6020 0.06
H 5.1949 -4.3216 -2.4118 0.13
H 5.9526 -2.6185 -1.9198 0.10
H 4.1101 -1.9598 -3.8716 0.10
H 6.4731 -0.0497 -3.9161 0.07
H 7.3690 -1.2718 -2.8555 0.08
H 7.8908 -0.9753 -4.6862 0.10
H -0.7826 -1.4705 -3.6702 0.14
H 0.8518 -0.6997 -3.5741 0.07
H -1.3915 1.3070 -4.3428 0.10
H -0.0439 0.4433 -6.8407 0.08
H -1.7433 -0.1829 -6.2371 0.09
H -0.1569 -1.1802 -5.9040 0.10
H -2.6851 -0.6771 -4.0689 0.12
H -4.0769 0.1918 -3.3818 0.14
H -3.3159 -2.2884 -0.4771 0.14
H -5.0437 1.0630 0.1279 0.11
H -5.1016 -0.0292 -1.3055 0.13
H -5.4562 1.7454 -3.0584 0.11
H -4.6985 3.0481 -1.9493 0.11
H -6.9436 2.0174 -0.3138 0.11
H -7.6324 1.8195 -2.1104 0.12
H -8.0546 4.0072 -1.7337 0.07
H -6.4683 4.2526 -2.2189 0.06
H -2.5726 4.5447 2.6100 0.00
H -4.1701 1.2573 2.5281 0.03
H -4.6991 4.2159 0.0514 0.08
H 0.3029 2.7935 3.6794 0.09
H -1.3090 2.4531 3.0438 0.07
H -0.4446 4.1537 2.6893 0.09
C 2.2074 -6.6105 2.1934 -0.11
C 3.3880 -5.9503 2.8943 -0.26
C 3.1471 -4.4751 3.2183 -0.18
C 3.0111 -3.6549 2.0103 -0.15
N 2.8964 -3.0111 1.0597 0.16
H 2.0140 -6.1544 1.2185 0.07
H 2.4139 -7.6710 2.0282 0.08
H 1.2987 -6.5319 2.7968 0.08
H 4.2831 -6.0588 2.2726 0.11
H 3.5820 -6.4856 3.8296 0.11
H 3.9905 -4.0998 3.8073 0.12
H 2.2536 -4.3702 3.8417 0.13
C -3.3435 -0.5807 7.2639 -0.11
C -4.3399 0.5507 7.0443 -0.26
C -5.5608 0.1270 6.2268 -0.18
C -5.2093 -0.2418 4.8520 -0.20
N -4.9315 -0.5393 3.7737 0.14
H -2.9197 -0.9306 6.3185 0.07
H -2.5168 -0.2368 7.8909 0.08
H -3.8179 -1.4299 7.7638 0.08
H -3.8316 1.3891 6.5562 0.11
H -4.6813 0.9090 8.0210 0.11
H -6.2735 0.9578 6.1986 0.12
H -6.0681 -0.7092 6.7182 0.13
```

HOMO = -10.66 eV
Total charge = +1
Frontier orbital gap = 6.015 eV
Total energy = -151637.125 eV


No. 4
A molecular structure, C36H55CrN2O2SSb. Source: OMol25; level of theory: the ωB97M-V functional and the def2-TZVPD basis.

XYZ file:
```
98
Properties=species:S:1:pos:R:3:mulliken_spin:R:1
Cr 1.5264 0.7516 1.0441 3.23
C 3.5779 -1.4586 0.7402 0.02
C 3.9360 -0.9493 2.1281 0.02
N 3.2762 0.3500 2.3314 -0.01
C 2.9863 0.6442 3.7421 0.01
C 1.8130 -0.1742 4.3049 0.00
S 0.5042 -0.6002 3.0988 0.00
C 1.0260 -2.2848 2.6011 -0.01
C 1.3162 -2.4162 1.1123 0.00
N 2.1259 -1.3389 0.5183 -0.11
H 4.0787 -0.8330 -0.0009 0.00
H 3.9203 -2.4903 0.6156 0.00
H 3.5843 -1.6425 2.8882 0.00
H 5.0195 -0.8732 2.2409 0.00
H 3.8986 1.0773 1.9847 0.00
H 3.8660 0.4609 4.3680 0.00
H 2.7390 1.6992 3.8065 0.00
H 2.1343 -1.1085 4.7612 0.00
H 1.3118 0.4124 5.0729 0.00
H 1.8645 -2.5706 3.2300 0.00
H 0.2061 -2.9579 2.8489 0.00
H 1.7841 -3.3935 0.9438 0.00
H 0.3593 -2.3902 0.5906 0.00
H 1.9872 -1.3929 -0.4879 0.00
C 0.5235 4.1985 3.3208 0.00
C 0.5747 3.3473 2.0854 0.02
O 1.3833 2.3789 2.0855 -0.04
C -0.1952 3.6540 0.9353 0.01
C -0.7088 4.9537 0.7310 0.01
C -1.2784 5.3039 -0.4605 0.00
C -1.3206 4.3613 -1.4999 0.01
C -0.8807 3.0761 -1.3082 -0.01
C -0.3619 2.6472 -0.0672 0.05
O -0.1095 1.3896 0.1478 -0.05
H 1.0376 3.6844 4.1302 0.00
H -0.5059 4.3992 3.6115 0.00
H 1.0256 5.1510 3.1457 0.00
H -0.6085 5.6895 1.5179 0.00
H -1.6668 6.3008 -0.6124 0.00
H -1.7086 4.6527 -2.4675 0.00
H -0.9034 2.3618 -2.1171 0.00
C -2.4402 -0.0562 -3.3410 0.00
C -3.3747 -0.3251 -2.1654 0.00
C -3.8113 0.9751 -1.4993 0.00
C -4.6074 -1.0827 -2.6529 0.00
Sb -2.0919 -1.3727 -0.6308 0.02
C -3.4378 -1.6384 1.1784 0.00
C -3.3745 -0.2920 1.8940 0.00
C -4.8647 -2.0036 0.7997 0.00
C -2.8567 -2.6971 2.1083 0.00
C -1.7992 -3.4407 -1.5396 0.00
C -2.8785 -3.8236 -2.5426 0.00
C -1.7522 -4.4895 -0.4357 0.00
C -0.4386 -3.3701 -2.2317 0.00
H -2.9458 0.5739 -4.0806 0.00
H -2.1515 -0.9851 -3.8375 0.00
H -1.5272 0.4526 -3.0275 0.00
H -4.2071 1.6674 -2.2507 0.00
H -2.9859 1.4716 -0.9928 0.00
H -4.6015 0.7940 -0.7683 0.00
H -5.3107 -0.3694 -3.0964 0.00
H -5.1289 -1.6016 -1.8503 0.00
H -4.3529 -1.8071 -3.4231 0.00
H -3.8121 0.5123 1.3008 0.00
H -2.3390 -0.0239 2.1184 0.00
H -3.9188 -0.3480 2.8430 0.00
H -5.3411 -1.2080 0.2260 0.00
H -5.4634 -2.1654 1.7040 0.00
H -4.8989 -2.9242 0.2135 0.00
H -1.7781 -2.5658 2.2268 0.00
H -3.0549 -3.7076 1.7617 0.00
H -3.3106 -2.5949 3.0998 0.00
H -3.8774 -3.6993 -2.1258 0.00
H -2.7597 -4.8773 -2.8214 0.00
H -2.7989 -3.2361 -3.4574 0.00
H -2.7435 -4.6639 -0.0196 0.00
H -1.0752 -4.2048 0.3736 0.00
H -1.3952 -5.4425 -0.8434 0.00
H -0.3625 -2.5052 -2.8955 0.00
H -0.2811 -4.2683 -2.8379 0.00
H 0.3709 -3.3178 -1.4987 0.00
C 6.0270 2.9560 -1.7229 -0.01
C 5.4680 3.0688 -0.4343 0.01
C 4.2646 2.4873 -0.1503 0.01
C 3.5461 1.7484 -1.1267 -0.07
C 2.3316 1.0718 -0.8271 -0.12
C 1.6515 0.4918 -1.8751 0.03
C 2.1228 0.5286 -3.2028 -0.03
C 3.3338 1.0996 -3.4784 0.03
C 4.0794 1.7105 -2.4460 -0.03
C 5.3361 2.3100 -2.7074 0.01
H 6.9855 3.4103 -1.9341 0.00
H 5.9941 3.6318 0.3262 0.00
H 3.8087 2.6346 0.8245 0.00
H 0.6981 0.0017 -1.6936 0.02
H 1.5308 0.0886 -3.9960 0.00
H 3.7322 1.1009 -4.4855 0.00
H 5.7305 2.2497 -3.7144 0.00
```

HOMO (spin up / spin down) = -9.77 / -9.76 eV
2S+1 = 4
Energy above the lowest of the compared OMol25 structures with the same formula, charge and spin = 1.2054 eV
Total charge = +1
Frontier orbital gap (spin up / spin down) = 7.069 / 6.792 eV
Total energy = -91089.782 eV